[1]
{"formula": "C33H57MgN4OP2", "method": "the ωB97M-V functional and the def2-TZVPD basis", "elements": ["C", "C", "C", "C", "C", "H", "H", "H", "N", "P", "P", "C", "H", "H", "C", "O", "C", "H", "C", "C", "C", "C", "C", "H", "H", "H", "C", "H", "H", "H", "C", "H", "H", "H", "C", "H", "H", "H", "C", "H", "H", "H", "C", "H", "H", "H", "C", "H", "H", "H", "C", "H", "H", "H", "C", "H", "H", "H", "C", "H", "H", "H", "C", "H", "H", "H", "C", "H", "H", "H", "Mg", "N", "C", "C", "C", "C", "C", "H", "H", "H", "H", "H", "H", "H", "H", "H", "C", "N", "C", "C", "N", "C", "H", "H", "H", "H", "H", "H"], "xyz": [[1.66424, 1.13650, -2.03474], [0.94342, -1.03534, -1.59244], [2.21096, 0.73022, -3.25887], [1.35745, -1.48152, -2.87306], [2.00829, -0.57317, -3.71800], [2.76680, 1.47954, -3.81748], [1.19844, -2.52939, -3.13365], [2.34408, -0.86363, -4.71763], [0.92593, 0.29535, -1.29679], [0.66829, 3.10733, -0.30972], [-0.70604, -3.20235, 0.18844], [1.96299, 2.52430, -1.49257], [2.94806, 2.49990, -0.99179], [2.06421, 3.20863, -2.34666], [-1.88671, 0.29655, 2.47801], [-2.32231, -0.41253, 3.25855], [0.89990, -2.07559, -0.44219], [1.58456, -2.83392, -0.83065], [0.26767, -4.81215, 0.53970], [-2.53019, -3.20103, 0.00485], [1.55203, 3.69480, 1.28745], [-0.08332, 4.43463, -1.39450], [0.51063, -4.82479, 2.05870], [-0.42364, -4.82542, 2.64169], [1.10025, -5.71803, 2.33154], [1.08986, -3.94051, 2.35274], [-0.59041, -5.98583, 0.07314], [-1.56816, -6.01627, 0.56956], [-0.71497, -5.93023, -1.01832], [-0.03849, -6.90504, 0.31375], [1.63155, -5.00734, -0.16943], [2.20861, -5.77868, 0.37254], [1.52216, -5.30554, -1.22415], [2.27473, -4.12646, -0.17559], [-3.15004, -3.84143, 1.25585], [-2.99778, -3.19320, 2.13326], [-4.23040, -3.94256, 1.07800], [-2.74058, -4.83287, 1.48669], [-3.09351, -1.77997, -0.15000], [-2.89265, -1.14362, 0.72285], [-2.68424, -1.27620, -1.03304], [-4.18551, -1.85434, -0.28042], [-2.76264, -3.96153, -1.30057], [-2.42379, -4.99997, -1.24868], [-3.84119, -3.95771, -1.50746], [-2.23847, -3.46354, -2.13250], [-1.29884, 5.02409, -0.65487], [-1.77118, 5.79102, -1.29085], [-2.04504, 4.24419, -0.44573], [-1.02457, 5.49632, 0.29931], [-0.58385, 3.76087, -2.69031], [0.23332, 3.33639, -3.28721], [-1.30215, 2.96205, -2.47028], [-1.09103, 4.51628, -3.31269], [0.92025, 5.54706, -1.77453], [0.53014, 6.08388, -2.65581], [1.04660, 6.28536, -0.97283], [1.90853, 5.15520, -2.04769], [2.96319, 3.10128, 1.39130], [3.64248, 3.49768, 0.62343], [3.37849, 3.37776, 2.37373], [2.95286, 2.00514, 1.33292], [0.69802, 3.16138, 2.46130], [0.71681, 2.05774, 2.51774], [1.11611, 3.54905, 3.40075], [-0.35084, 3.48480, 2.38784], [1.66324, 5.21963, 1.35781], [2.33237, 5.61548, 0.58253], [0.69092, 5.72414, 1.29874], [2.10702, 5.47643, 2.33165], [-0.42595, 0.75817, 0.41644], [0.63523, -0.63861, 1.40755], [1.31719, -1.51032, 0.81477], [2.70697, -1.87795, 1.56575], [3.56183, -3.09478, 1.21205], [3.56457, -0.65980, 1.25592], [2.32628, -1.94663, 3.04436], [3.09655, -4.05235, 1.51597], [3.91403, -3.07177, 0.15597], [4.45934, -3.00356, 1.85657], [3.04163, 0.20810, 1.68109], [4.54498, -0.79239, 1.73256], [3.67992, -0.54854, 0.15759], [3.23847, -1.85873, 3.63637], [1.62558, -1.11920, 3.25839], [1.82524, -2.89015, 3.29490], [-5.58131, 2.70884, -0.09709], [-4.34198, 2.08021, -0.53726], [-4.05697, 1.62796, -1.82803], [-2.77277, 1.14482, -1.79589], [-2.27091, 1.27280, -0.49595], [-3.24601, 1.86725, 0.22407], [-5.70176, 3.69291, -0.56039], [-6.43915, 2.08900, -0.36889], [-5.54943, 2.82780, 0.98858], [-4.76913, 1.68586, -2.63237], [-2.20383, 0.71479, -2.60255], [-3.21156, 2.13702, 1.28687]], "forces_ev_per_angstrom": [[-0.2080, -0.3632, -0.6477], [0.4065, -0.1235, -0.3098], [-0.0779, 0.1757, 0.2884], [-0.0453, 0.6289, 0.5066], [-0.6058, 0.0903, 0.2226], [0.0124, -0.3382, -0.0802], [0.2579, 0.2947, 0.0572], [-0.0331, 0.0198, 0.4385], [0.6032, -0.8897, 0.2651], [0.3624, -0.4069, 0.1741], [3.6800, 1.3219, 1.8180], [0.2011, -0.2619, -0.1234], [-0.4629, -0.1514, -0.2452], [0.0342, -0.1603, 0.3910], [-0.6522, -1.6439, 1.8072], [0.9296, 1.5696, -1.6022], [-2.0653, -1.0410, -2.7425], [-0.5016, 0.2172, 0.0873], [-0.5216, -0.2521, -0.4176], [0.1402, -0.1262, -1.5417], [-0.1678, 0.2803, -0.5340], [-0.0280, 0.5024, 0.2799], [0.0798, -0.2256, 0.0714], [0.2586, 0.0153, -0.2676], [-0.2214, 0.1667, -0.0134], [-0.4813, -0.5670, -0.2606], [0.2374, -0.4242, 0.2017], [0.2861, -0.1709, -0.2404], [-0.0006, -0.2019, 0.4184], [-0.3044, -0.0307, -0.0459], [-0.0117, 0.2912, -0.4151], [-0.3805, 0.1167, -0.3114], [-0.1717, -0.0751, 0.3282], [-0.3993, -0.7017, 0.0531], [0.0738, 0.0301, 0.0125], [-0.0001, -0.2352, -0.3171], [0.1792, -0.0477, 0.0476], [-0.1992, 0.3452, -0.0561], [0.2209, -0.0578, 0.0031], [-0.0459, -0.3518, -0.2163], [-0.0833, -0.2256, 0.1371], [0.2731, 0.0162, 0.0231], [-1.2978, -0.1230, -0.2959], [-0.1984, 0.3528, -0.0231], [-0.0380, -0.2180, -0.2934], [-0.2574, -0.1704, 0.3276], [-0.0661, 0.1834, -0.1116], [0.0957, -0.2039, 0.2389], [0.1488, 0.1527, -0.0833], [-0.0939, -0.1155, -0.3238], [-0.0005, -0.1174, 0.1018], [-0.2115, 0.1216, 0.0947], [0.1832, 0.2196, -0.0842], [0.1535, -0.2037, 0.2358], [-0.2583, 0.2572, -0.0947], [0.1280, -0.1294, 0.2819], [-0.0407, -0.2651, -0.2611], [-0.2397, 0.1431, 0.0817], [-0.0052, -0.0623, 0.0816], [-0.1854, -0.0627, 0.2420], [-0.1039, -0.0990, -0.2588], [0.0194, 0.3666, -0.0478], [0.0781, 0.0365, -0.1509], [0.0951, 0.2973, -0.0375], [-0.1612, -0.1284, -0.1397], [0.2119, 0.0286, 0.0319], [0.1724, 0.1407, 0.3860], [-0.2297, -0.1252, 0.2173], [0.2934, -0.0986, -0.0013], [-0.1040, 0.0399, -0.2036], [0.6487, -0.3706, -0.2515], [-0.5803, 1.1640, -0.7554], [0.9948, 1.0180, 3.1999], [-1.1214, -0.0930, -0.5910], [0.3719, -0.1549, 0.5198], [-0.0606, 0.2571, 0.2557], [0.1477, 0.4439, 0.1917], [0.4185, 0.6233, -0.4260], [-0.2625, -0.2901, 0.6240], [-0.2336, -0.0632, -0.4221], [0.3925, -0.2166, -0.2473], [-0.0794, 0.2907, -0.2190], [0.0951, 0.1015, 0.5124], [-0.0366, -0.0129, 0.2403], [0.5556, -0.4426, 0.0920], [0.3867, 0.4651, 0.1213], [-0.1515, 0.1511, 0.0018], [0.5877, -0.2602, -0.5354], [0.6071, 0.0526, 0.8206], [-0.6787, 0.4127, 1.1833], [-1.1972, 0.6650, 0.1474], [0.2235, -0.5777, -1.0173], [0.0937, -0.1687, 0.0780], [0.1861, 0.0221, 0.0834], [-0.0279, -0.0448, -0.1998], [-0.0495, 0.0413, 0.0559], [0.0749, -0.0623, 0.0819], [0.0394, -0.1770, -0.6991]], "orbital_gap_ev": 6.2, "molar_mass_da": 612.1, "e_above_lowest_ev": 4.726, "total_charge": 1}

---

[2]
{"formula": "C33H57N3O5SiTi", "method": "the ωB97M-V functional and the def2-TZVPD basis", "elements": ["O", "O", "C", "C", "H", "H", "H", "H", "H", "C", "C", "H", "H", "H", "H", "H", "C", "C", "C", "H", "H", "H", "H", "H", "C", "H", "H", "H", "H", "H", "H", "N", "C", "C", "C", "C", "H", "H", "H", "C", "H", "H", "H", "N", "C", "C", "C", "C", "H", "C", "H", "C", "H", "C", "C", "C", "C", "C", "C", "H", "C", "H", "C", "H", "C", "C", "Ti", "H", "H", "H", "H", "H", "H", "H", "H", "H", "H", "H", "H", "H", "C", "Si", "H", "H", "C", "C", "C", "H", "H", "H", "H", "H", "H", "H", "H", "H", "O", "N", "O", "O"], "xyz": [[0.39975, -2.73112, -1.75890], [-1.06391, -1.96247, -3.51710], [1.72982, -2.75083, -2.41343], [2.76008, -3.38060, -1.52053], [1.93994, -1.69309, -2.58420], [1.65987, -3.29694, -3.36283], [2.84668, -2.83481, -0.58051], [3.72505, -3.36155, -2.02430], [2.49561, -4.41694, -1.31750], [-0.22552, -4.06750, -1.60990], [-0.19650, -4.91287, -2.85640], [-1.24917, -3.83252, -1.31714], [0.28038, -4.54549, -0.77089], [-0.59487, -4.40445, -3.74080], [-0.82717, -5.78406, -2.68755], [0.81166, -5.26907, -3.06804], [-2.49404, -1.86473, -3.18049], [-0.48072, -1.36740, -4.72135], [-3.23244, -3.07971, -3.66562], [-2.85528, -0.94207, -3.63623], [-2.51644, -1.78293, -2.08711], [-3.13196, -3.19199, -4.74152], [-4.28843, -2.98736, -3.44006], [-2.87185, -3.98175, -3.17813], [-0.90617, -2.13509, -5.94211], [0.60454, -1.41954, -4.57977], [-0.77954, -0.31633, -4.74443], [-0.71660, -3.20061, -5.83094], [-0.33896, -1.80283, -6.80104], [-1.95763, -1.98274, -6.15976], [-0.34509, -2.21466, -2.59063], [1.79543, 1.21564, 1.85941], [1.52394, 2.42965, 2.32012], [0.28865, 3.15887, 2.13228], [-1.01417, 2.80264, 1.77113], [2.69105, 3.07301, 3.01196], [3.51672, 3.18799, 2.29135], [3.06404, 2.44331, 3.83710], [2.37064, 4.04363, 3.38954], [-2.05554, 3.87851, 1.56428], [-2.85563, 3.76167, 2.31065], [-2.51980, 3.81542, 0.56510], [-1.55634, 4.84531, 1.69036], [-1.48951, 1.54536, 1.60911], [2.90583, 0.39911, 2.23128], [3.91125, 0.21492, 1.27277], [3.81465, 0.92957, -0.04577], [5.06342, -0.51009, 1.59648], [5.85723, -0.52455, 0.84634], [5.21530, -1.14164, 2.84516], [6.12376, -1.68807, 3.11826], [4.19612, -1.02503, 3.77580], [4.22755, -1.48202, 4.77006], [3.12109, -0.19327, 3.50099], [2.21714, -0.11926, 4.67304], [-2.77908, 1.12661, 2.01391], [-3.79392, 0.82692, 1.10069], [-3.63129, 1.18046, -0.35548], [-5.03003, 0.37153, 1.57503], [-5.83167, 0.26851, 0.83593], [-5.21325, 0.08250, 2.93585], [-6.17324, -0.27849, 3.28408], [-4.19632, 0.32397, 3.83581], [-4.26796, 0.05976, 4.88759], [-3.06637, 0.98595, 3.37707], [-2.04817, 1.34422, 4.35301], [0.13928, 0.38245, 1.38161], [3.74625, 0.21317, -0.87571], [4.70175, 1.56819, -0.16729], [2.92930, 1.57046, -0.09476], [1.71504, 0.84607, 4.67407], [2.66748, -0.28894, 5.67003], [1.63799, -1.04225, 4.57556], [-4.26030, 0.50864, -0.94908], [-2.59821, 1.11602, -0.72137], [-3.98987, 2.20064, -0.56839], [-1.18576, 0.89276, 3.89716], [-2.38272, 0.95480, 5.31125], [-1.75371, 2.36988, 4.58336], [0.41676, 4.23468, 2.30351], [0.27684, 0.61572, -0.83101], [0.42413, 2.22312, -1.86377], [1.17786, -0.04384, -0.82850], [-0.52174, -0.09217, -1.12954], [1.69869, 2.02956, -3.23264], [1.01883, 3.72323, -0.90024], [-1.25390, 2.70874, -2.55594], [-1.77759, 1.85570, -3.00751], [-1.10986, 3.46788, -3.33704], [-1.91026, 3.15218, -1.79201], [2.61158, 1.54812, -2.85455], [1.97433, 3.02595, -3.60844], [1.30140, 1.42827, -4.06080], [1.85078, 3.51068, -0.21863], [0.21968, 4.17173, -0.29507], [1.36817, 4.47610, -1.62291], [-0.91778, -1.80515, 5.39534], [-0.82088, -0.56519, 5.15200], [0.00747, 0.11634, 5.83325], [0.03641, -0.91206, 2.38696]], "forces_ev_per_angstrom": [[-0.1742, -0.3787, -1.0982], [0.1714, 0.0018, 0.4890], [-0.1501, 0.1441, 0.2619], [-0.1157, 0.0502, 0.1627], [-0.0445, -0.0941, -0.0696], [-0.1250, 0.2905, 0.1435], [0.0007, -0.0601, 0.0171], [0.0339, -0.0339, -0.0076], [0.1651, -0.0716, 0.0809], [0.1110, 0.3790, 0.3391], [0.1374, -0.1304, -0.2268], [0.0860, -0.0104, 0.1291], [-0.1340, 0.0041, -0.0617], [0.1420, -0.0173, 0.2453], [0.0254, -0.1000, 0.0735], [-0.0730, -0.0883, -0.0779], [0.4955, 0.2572, -0.1990], [-0.1995, 0.0250, 0.2859], [-0.0085, -0.1019, -0.1131], [-0.0560, 0.0224, 0.1412], [-0.0333, 0.1723, -0.2587], [-0.0323, -0.0809, -0.0224], [-0.2116, 0.0857, 0.0919], [0.0343, -0.0755, 0.0052], [-0.0628, -0.0213, -0.0627], [-0.3028, 0.0236, 0.1262], [0.0330, -0.0662, -0.0370], [0.0047, -0.0626, 0.0866], [0.1333, 0.1984, -0.2213], [-0.1342, 0.0004, -0.0799], [0.3071, -0.0823, 0.0512], [-0.4795, 0.2463, 1.4753], [0.4782, -0.1125, 0.0487], [0.8893, 0.2975, 0.1109], [-1.2902, -0.6113, -0.1428], [-0.2898, 0.6854, 0.1417], [-0.2376, 0.0260, 0.2345], [-0.2381, 0.2828, -0.3492], [0.3561, 0.0079, 0.0869], [0.4865, 0.4887, 0.4765], [0.2072, 0.1130, -0.2019], [0.3379, -0.1023, 0.3882], [-0.4762, -0.0062, -0.0760], [1.6422, 0.1883, 0.8042], [1.6697, -0.2246, 0.6559], [0.0726, 0.1308, 0.2712], [0.1419, 0.1196, -0.2058], [0.0380, -0.2069, 0.2893], [-0.1229, -0.1768, 0.2980], [0.1646, -0.0326, -0.5198], [-0.2959, 0.1705, -0.3744], [0.7319, 0.3975, -0.8353], [0.2599, 0.1213, -0.5047], [-0.0669, -0.2286, 0.4668], [-0.1518, -0.0191, -0.0348], [-1.3793, 0.1307, -0.1554], [-0.0140, 0.4892, -0.1060], [-0.1831, -0.2156, -0.3526], [0.2694, -0.0292, 0.1689], [0.1572, -0.1455, 0.4602], [-0.4929, -0.0914, -0.8085], [0.0587, -0.1762, -0.0708], [-0.2470, 0.5063, -0.5972], [-0.1817, 0.2073, -0.1558], [-0.0672, 0.0198, -0.1868], [0.0596, 0.6538, 0.4701], [-1.9211, -0.7597, -0.8225], [0.1859, 0.2186, 0.0601], [-0.2100, -0.2478, -0.2309], [0.2423, -0.1712, -0.0444], [-0.6187, -0.5161, 0.1621], [0.4028, 0.5457, -0.6970], [-0.9214, 0.6496, -0.0831], [0.1127, 0.0929, -0.0930], [-0.2345, -0.0405, 0.2622], [0.1212, -0.2415, 0.1526], [0.8003, -0.0066, 0.5063], [0.4840, -0.1401, 0.0667], [-0.4248, 0.3796, -0.5882], [0.0014, -0.5060, -0.1619], [0.1611, -0.8855, 0.3373], [0.0501, -0.8468, 0.9219], [0.0182, 0.4217, -0.4370], [-0.0447, 0.3833, -0.3136], [-0.0568, -0.0197, -0.1096], [0.0337, 0.2533, 0.1013], [-0.0809, 0.0429, -0.1973], [0.0168, 0.1604, 0.0551], [-0.0663, -0.1230, 0.1068], [0.2159, -0.1952, -0.1836], [-0.1993, 0.0925, -0.0844], [-0.0559, -0.3123, -0.0692], [0.1819, 0.1001, 0.0336], [-0.0831, 0.0353, -0.1695], [0.2085, -0.0693, -0.2345], [-0.1059, -0.1151, 0.1822], [-0.7669, 3.9930, -1.9667], [4.7889, -4.0969, 5.9519], [-4.0122, -1.2571, -2.6898], [-0.0532, 0.0984, -1.0878]], "orbital_gap_ev": [7.9, 6.3], "molar_mass_da": 651.8, "e_above_lowest_ev": 0.000, "total_charge": 1, "spin_multiplicity": 2}